No. 1
21
Properties=species:S:1:pos:R:3 method="wB97M-V/def2-TZVPD" max_force_ev_per_a=16.664 multiplicity=1 lumo_energy_ha=-0.33341 orbital_gap_ev=3.61 charge=+2
C -0.771 -1.079 -0.842
C 1.975 -1.009 1.624
H 1.646 -0.157 -1.766
H -0.080 1.569 -1.547
P 1.234 0.695 1.125
H -2.707 0.300 -0.108
Si 0.532 0.387 -0.957
C 2.510 2.109 1.249
H 2.620 -1.381 0.700
H 2.590 -0.897 2.614
H -1.153 -1.212 0.280
H -3.899 0.098 -1.559
C -3.125 -0.487 -0.899
H -3.593 -1.406 -0.328
H -0.242 -2.117 -1.099
O -1.939 -0.863 -1.724
H 1.036 -1.731 1.775
H 3.427 2.025 0.527
H 1.944 3.151 1.120
H 2.919 2.101 2.369
Ba -4.923 -0.098 -2.554

No. 2
20
Properties=species:S:1:pos:R:3 method="wB97M-V/def2-TZVPD" s2=0.7523 max_force_ev_per_a=2.381 multiplicity=2 lumo_energy_ha="-0.34585 / -0.34268" orbital_gap_ev="7.33 / 7.44" charge=+2
Ce 0.175 2.049 -2.186
C -2.126 0.132 -0.421
H 0.803 0.907 1.741
C -1.374 -0.618 0.682
H 0.790 -0.443 -1.953
H -3.200 -0.036 -0.423
Cl -2.005 1.974 -0.264
C 1.680 0.609 1.166
H -0.353 -2.019 -0.621
H 2.125 0.938 -1.257
H 0.371 -1.881 0.967
H -2.062 -1.385 1.046
H 2.267 -1.102 -0.497
H -1.725 -0.100 -1.413
C -0.102 -1.304 0.167
H 0.112 1.015 -0.563
H 2.289 1.499 0.993
P 1.224 -0.160 -0.440
H -1.181 0.022 1.543
H 2.291 -0.095 1.734

No. 3
32
Properties=species:S:1:pos:R:3 method="wB97M-V/def2-TZVPD" s2=0.7528 max_force_ev_per_a=0.603 multiplicity=2 lumo_energy_ha="0.07823 / 0.06153" orbital_gap_ev="6.64 / 6.19" charge=-1
N -2.506 -1.519 -0.886
Se -3.403 2.584 0.811
H 1.233 1.566 -2.108
O -1.670 -2.174 -1.475
Cu -0.059 -0.500 0.125
H 2.311 -0.579 0.750
H 2.217 1.224 2.026
N 0.413 -0.335 -1.971
C 1.567 0.531 -2.195
O 2.297 -2.317 1.238
H 3.438 0.920 -1.188
Se -2.135 -0.611 3.275
O 0.176 -2.186 1.217
O -2.035 -0.667 -0.041
H -0.407 1.110 2.127
C 2.600 0.219 -1.115
C 0.753 2.265 0.862
N 1.216 -2.791 1.599
N 2.001 0.236 0.214
H 2.903 2.103 0.656
N -0.348 1.351 1.138
H 2.015 0.405 -3.186
H 2.989 -0.788 -1.285
H -0.416 -0.052 -2.478
H 0.585 -1.304 -2.216
C 2.059 1.482 0.977
H 0.628 2.652 -0.151
H -1.266 1.750 0.907
Se -5.908 -0.782 1.425
H 0.776 3.122 1.544
Sb -3.941 0.488 1.888
Se -3.621 0.832 4.483

No. 4
31
Properties=species:S:1:pos:R:3 method="wB97M-V/def2-TZVPD" max_force_ev_per_a=3.419 multiplicity=1 lumo_energy_ha=0.25331 orbital_gap_ev=4.22 charge=-3
C -0.338 3.219 0.340
H -1.858 1.780 0.768
O 0.340 2.266 -0.463
H -0.472 -2.996 -0.587
H -1.878 -1.035 0.281
O -1.121 -1.091 -0.308
O 3.215 -0.814 -2.988
C -1.234 -2.328 -0.993
H -0.756 1.945 2.105
H -1.899 3.270 1.792
O 2.465 -1.727 0.166
O 1.734 -1.605 3.064
O 1.935 0.707 2.362
H -3.146 -2.722 -0.035
O 1.090 0.020 -2.188
H -3.222 -2.514 -1.880
Hg 1.099 0.156 0.162
O 0.555 0.043 4.394
O 3.092 0.820 -1.242
O 2.540 1.447 -3.571
S 1.040 -0.317 3.043
H -0.996 -2.189 -2.051
O -0.029 -0.393 2.023
H -0.983 3.835 -0.298
C -2.666 -2.861 -1.008
H 0.701 2.707 -1.242
S 2.500 0.394 -2.558
H 1.860 -2.399 -0.167
H 0.361 3.823 0.927
H -2.665 -3.947 -1.171
C -1.265 2.510 1.324

No. 5
22
Properties=species:S:1:pos:R:3 method="wB97M-V/def2-TZVPD" max_force_ev_per_a=0.632 multiplicity=1 lumo_energy_ha=-0.10379 orbital_gap_ev=10.52 charge=+1
H -0.925 -1.261 -2.138
C -0.052 2.701 -2.836
O -0.110 1.035 -1.145
N 0.316 0.257 2.485
H -0.927 -1.380 2.595
N -0.381 -0.871 1.907
H 0.321 -1.522 1.570
H -0.833 1.037 -5.055
Li -0.176 0.671 0.503
H 0.052 -0.476 -5.192
H 0.006 -1.791 -3.549
C 0.039 0.490 -4.698
H -0.912 3.210 -2.402
H 0.992 -0.023 3.187
C -0.063 1.277 -2.373
H -0.071 2.816 -3.913
H 0.942 1.027 -4.986
N -0.019 0.280 -3.251
H 0.842 3.181 -2.437
H -0.373 0.823 2.970
C -0.025 -1.085 -2.727
H 0.844 -1.249 -2.089

No. 6
18
Properties=species:S:1:pos:R:3 method="wB97M-V/def2-TZVPD" max_force_ev_per_a=0.867 multiplicity=1 lumo_energy_ha=0.03948 smiles=CCC.CN orbital_gap_ev=10.43
H -1.137 1.221 0.017
H 2.744 2.598 0.995
H 2.982 0.977 0.330
H -1.272 -0.239 0.926
C 2.273 1.624 0.853
C -1.058 0.138 -0.076
H 2.792 0.778 2.635
H -0.954 -2.498 -0.667
H -0.536 -1.716 -2.178
H -0.020 -0.148 -0.260
C -1.370 -1.925 -1.503
N 1.937 1.089 2.186
C -1.986 -0.582 -1.056
H -2.071 -0.016 -1.976
H -2.117 -2.552 -1.989
H -2.965 -0.719 -0.592
H 1.358 1.743 0.273
H 1.400 0.227 2.083

No. 7
19
Properties=species:S:1:pos:R:3 method="wB97M-V/def2-TZVPD" s2=0.7505 max_force_ev_per_a=3.538 multiplicity=2 lumo_energy_ha="0.03287 / 0.02511" orbital_gap_ev="4.01 / 10.98"
C 0.682 -1.436 0.759
N -1.136 0.861 0.387
H -0.146 0.671 -2.889
C -0.844 0.847 -2.063
H -1.764 0.192 -2.080
H -0.231 -2.031 0.944
H -1.154 1.884 -2.077
H 0.554 1.631 -0.547
H 1.738 0.096 2.069
H 0.728 -1.094 2.741
H -1.839 0.049 0.352
C -0.167 0.771 -0.661
H 1.568 -2.005 0.656
H 0.069 0.216 1.779
C 0.659 -0.615 -0.536
H -1.762 1.659 0.048
H 0.320 -1.317 -1.295
H 1.651 -0.273 -0.870
N 0.891 -0.443 1.923